# 1
Formula: C3H10N4
Source: the OMol25 dataset
Level of theory: ωB97M-V/def2-TZVPD

XYZ file:
```
17
C3H10N4 | the OMol25 dataset | ωB97M-V/def2-TZVPD
C 1.157 -1.643 1.152
C 0.120 -0.578 0.447
N -1.027 -1.288 0.132
N -2.057 -0.585 -0.577
N 0.399 0.617 -0.312
C -0.448 1.818 -0.019
N 1.778 1.126 -0.645
H 1.872 -1.947 0.502
H 1.449 -0.894 1.823
H 0.747 -2.567 1.625
H -1.837 -0.023 -1.375
H -2.622 -1.135 -0.997
H -0.983 2.558 -0.877
H 0.059 2.742 0.636
H -1.286 1.265 0.662
H 2.235 1.936 -0.043
H 1.738 1.402 -1.619
```

Calculated values
net charge = 0
lowest unoccupied orbital energy = 0.0305 Ha
HOMO energy = -8.09 eV
HOMO-LUMO gap = 8.9 eV
2S+1 = 1
SMILES = C/C(=N/N)N(C)N
E = -339.10695 Eh

---

# 2
Formula: C16H33FNO10S5
Source: the OMol25 dataset
Level of theory: ωB97M-V/def2-TZVPD

XYZ file:
```
66
C16H33FNO10S5 | the OMol25 dataset | ωB97M-V/def2-TZVPD
C 0.354 -1.063 -0.621
C 0.369 -0.228 0.808
C 0.342 -1.178 2.144
C -0.943 -2.228 2.118
S 1.877 -2.214 2.416
O 2.220 -3.041 1.116
O 1.560 -3.295 3.507
N 3.322 -1.315 2.807
S 2.992 0.091 3.787
O 2.718 1.326 2.861
O 4.342 0.434 4.529
F 1.820 -0.135 5.018
H -0.471 -1.914 -0.631
H 0.154 -0.287 -1.501
H 1.412 -1.550 -0.870
H -0.549 0.504 0.804
H 1.380 0.380 0.820
H 0.190 -0.484 3.074
H -1.903 -1.766 1.606
H -0.674 -3.273 1.632
H -1.230 -2.403 3.261
C 5.929 -0.343 -0.136
C 6.512 -0.246 -1.544
C 5.342 -0.256 -2.527
S 3.948 0.438 -1.651
O 2.945 -0.594 -1.491
O 3.638 1.741 -2.203
C 4.784 0.658 -0.093
H 6.679 -0.129 0.630
H 5.548 -1.357 0.037
H 7.070 0.693 -1.644
H 7.208 -1.064 -1.752
H 5.554 0.351 -3.411
H 5.081 -1.274 -2.828
H 4.091 0.484 0.732
H 5.161 1.685 -0.058
C -3.514 4.567 0.007
C -2.572 5.029 1.119
C -2.025 3.779 1.805
S -2.039 2.485 0.573
O -2.989 1.472 0.979
O -0.674 2.166 0.202
C -2.773 3.459 -0.727
H -3.780 5.387 -0.666
H -4.439 4.174 0.446
H -1.745 5.602 0.682
H -3.081 5.682 1.835
H -1.003 3.930 2.161
H -2.666 3.464 2.634
H -3.428 2.835 -1.336
H -1.962 3.866 -1.339
C -4.437 -2.565 -3.141
C -3.751 -1.287 -2.659
C -3.893 -1.236 -1.139
S -4.006 -2.932 -0.590
O -5.324 -3.148 -0.031
O -2.794 -3.284 0.122
C -3.953 -3.668 -2.212
H -4.197 -2.785 -4.185
H -5.524 -2.454 -3.058
H -2.688 -1.320 -2.930
H -4.181 -0.396 -3.127
H -3.028 -0.759 -0.670
H -4.810 -0.721 -0.840
H -4.583 -4.559 -2.239
H -2.914 -3.935 -2.425
```

Calculated values
net charge = -1
lowest unoccupied orbital energy = 0.0692 Ha
HOMO energy = -5.67 eV
HOMO-LUMO gap = 7.6 eV
2S+1 = 1
E = -3527.24460 Eh

---

# 3
Formula: C4H12NO
Source: the OMol25 dataset
Level of theory: ωB97M-V/def2-TZVPD

XYZ file:
```
18
C4H12NO | the OMol25 dataset | ωB97M-V/def2-TZVPD
C -2.103 -0.202 0.129
C -0.616 0.186 -0.021
N -0.074 0.975 1.154
C 0.326 -0.998 -0.262
C 1.603 -0.556 -0.964
O 1.950 0.772 -0.370
H -2.528 0.067 1.104
H -2.041 -1.282 -0.036
H -2.845 0.166 -0.580
H -0.534 0.915 -0.841
H -0.210 0.541 2.076
H 0.927 1.180 1.023
H -0.657 1.802 1.300
H 0.481 -1.462 0.728
H -0.186 -1.813 -0.781
H 2.497 -1.164 -0.946
H 1.225 -0.173 -1.909
H 2.784 1.045 -0.804
```

Calculated values
net charge = +1
lowest unoccupied orbital energy = -0.1156 Ha
HOMO energy = -14.99 eV
HOMO-LUMO gap = 11.8 eV
2S+1 = 1
SMILES = C[C@@H]([NH3+])CCO
E = -289.33705 Eh

---

# 4
Formula: C21H27NOP2Y
Source: the OMol25 dataset
Level of theory: ωB97M-V/def2-TZVPD

XYZ file:
```
53
C21H27NOP2Y | the OMol25 dataset | ωB97M-V/def2-TZVPD
C 3.058 -1.597 -2.293
C 2.359 -0.977 -1.257
C 1.428 0.048 -1.588
C 1.339 0.507 -2.937
C 2.093 -0.137 -3.962
C 2.937 -1.182 -3.632
C 0.433 1.541 -3.202
C -0.068 2.357 -2.185
C 0.048 1.859 -0.857
C -0.395 2.643 0.239
C -1.088 3.818 -0.047
C -1.258 4.298 -1.359
C -0.741 3.584 -2.423
H 3.720 -2.422 -2.025
H 1.981 0.196 -5.001
H 3.509 -1.711 -4.397
H 0.268 1.832 -4.235
H -1.492 4.390 0.788
H -1.797 5.235 -1.538
H -0.847 3.910 -3.461
N 0.475 0.541 -0.695
Y -1.127 -0.929 -0.002
C 2.522 -1.475 0.162
H 2.588 -0.652 0.890
H 3.410 -2.115 0.244
C -0.221 2.173 1.671
H 0.791 1.782 1.868
H -0.434 3.005 2.355
P 1.100 -2.553 0.737
P -1.456 0.829 2.120
C -3.002 1.805 2.305
H -3.779 1.083 2.593
H -2.905 2.580 3.078
H -3.285 2.265 1.349
C -0.998 0.463 3.849
H -1.192 1.316 4.512
H -1.613 -0.388 4.166
H 0.064 0.193 3.911
C 1.316 -4.044 -0.318
H 2.254 -4.577 -0.109
H 0.462 -4.695 -0.078
H 1.284 -3.791 -1.388
C 1.674 -3.144 2.360
H 0.882 -3.782 2.775
H 2.596 -3.733 2.291
H 1.854 -2.286 3.022
C -2.722 0.395 -1.548
O -3.722 0.531 -0.854
H -2.634 0.855 -2.620
C -2.212 -2.268 1.549
H -2.059 -2.335 2.626
H -2.141 -3.284 1.136
H -3.259 -1.958 1.413
```

Calculated values
net charge = +1
lowest unoccupied orbital energy = -0.1670 Ha
HOMO energy = -9.48 eV
HOMO-LUMO gap = 4.9 eV
2S+1 = 1
E = -1667.20538 Eh

---

# 5
Formula: C21H22BiClNO2P
Source: the OMol25 dataset
Level of theory: ωB97M-V/def2-TZVPD

XYZ file:
```
49
C21H22BiClNO2P | the OMol25 dataset | ωB97M-V/def2-TZVPD
Bi -0.798 -1.138 0.069
Cl 0.758 -3.070 -0.043
C -0.333 1.779 0.208
O 0.276 2.742 0.315
P -0.007 -0.035 -2.359
C -1.515 -0.368 -3.358
C 0.497 1.637 -2.957
C 1.304 -1.114 -3.059
C 1.706 1.858 -3.639
C 2.007 3.123 -4.152
C 1.113 4.183 -3.979
C -0.083 3.977 -3.280
C -0.383 2.718 -2.762
H 2.410 1.035 -3.779
H 2.941 3.272 -4.701
H 1.344 5.168 -4.393
H -0.787 4.801 -3.146
H -1.325 2.557 -2.230
C -2.497 -1.222 -2.841
C -3.694 -1.414 -3.515
C -3.912 -0.798 -4.752
C -2.921 0.027 -5.296
C -1.729 0.251 -4.598
H -2.340 -1.756 -1.887
H -4.461 -2.053 -3.075
H -4.849 -0.964 -5.287
H -3.070 0.501 -6.266
H -0.971 0.917 -5.021
C 1.113 -1.823 -4.250
C 2.131 -2.649 -4.736
C 3.327 -2.793 -4.026
C 3.507 -2.102 -2.820
C 2.508 -1.261 -2.341
H 0.172 -1.719 -4.797
H 1.990 -3.176 -5.682
H 4.120 -3.442 -4.403
H 4.432 -2.213 -2.252
H 2.634 -0.731 -1.391
H -2.417 -2.160 0.219
H -1.740 -2.722 -0.074
C 3.579 -0.317 2.221
C 2.106 -0.127 2.082
N 1.370 -0.029 3.212
O 1.578 -0.052 0.944
H 3.905 -0.302 3.265
H 4.098 0.478 1.672
H 3.856 -1.283 1.774
H 0.374 0.153 3.134
H 1.811 -0.002 4.120
```

Calculated values
net charge = +2
lowest unoccupied orbital energy = -0.3145 Ha
HOMO energy = -14.88 eV
HOMO-LUMO gap = 6.3 eV
2S+1 = 1
E = -2034.17477 Eh

---

# 6
Formula: C29H40BrGeN4NaOSeSi3
Source: the OMol25 dataset
Level of theory: ωB97M-V/def2-TZVPD

XYZ file:
```
81
C29H40BrGeN4NaOSeSi3 | the OMol25 dataset | ωB97M-V/def2-TZVPD
Na 13.563 11.513 8.594
Br 14.498 22.497 16.108
C 14.398 20.770 15.374
C 13.697 20.593 14.191
C 13.752 19.353 13.520
C 14.289 18.267 14.236
C 14.805 18.423 15.522
C 14.940 19.688 16.045
N 14.310 16.998 13.698
N 14.058 16.900 12.437
C 14.356 15.672 11.896
C 14.881 14.622 12.647
C 15.338 13.483 12.028
C 15.042 13.208 10.684
O 15.315 12.043 10.063
C 14.375 14.220 9.893
N 14.023 13.913 8.593
C 13.483 14.918 7.863
C 13.174 16.210 8.362
C 13.399 16.424 9.748
C 14.074 15.481 10.508
H 13.301 21.510 13.741
H 13.346 19.150 12.551
H 15.210 17.539 16.027
H 15.530 19.811 16.934
H 15.085 14.823 13.694
H 16.011 12.795 12.596
H 13.166 14.596 6.840
H 12.674 16.986 7.761
H 13.089 17.345 10.231
C 16.750 9.783 12.823
Si 18.117 10.909 12.118
C 18.606 12.388 13.242
C 19.674 9.968 11.668
Ge 17.245 11.680 10.034
Si 18.460 13.500 9.090
C 17.637 13.808 7.418
C 18.366 14.984 10.231
C 20.223 12.888 8.822
Si 16.777 9.858 8.451
C 15.632 10.570 7.011
C 16.046 8.373 9.444
C 18.334 9.384 7.555
H 16.936 9.637 13.894
H 16.679 8.803 12.347
H 15.775 10.319 12.773
H 18.607 12.102 14.282
H 17.901 13.275 13.205
H 19.575 12.826 12.943
H 20.420 9.945 12.463
H 20.240 10.340 10.794
H 19.328 8.944 11.485
H 16.570 13.994 7.372
H 17.806 12.903 6.823
H 18.137 14.618 6.861
H 18.764 15.951 9.838
H 18.985 14.766 11.097
H 17.332 15.261 10.568
H 20.210 11.823 8.545
H 20.808 12.925 9.732
H 20.674 13.474 7.990
H 15.577 11.673 6.907
H 14.597 10.104 7.004
H 16.024 10.222 6.010
H 15.375 8.683 10.255
H 16.898 7.864 9.907
H 15.544 7.624 8.843
H 18.666 10.210 6.955
H 18.123 8.569 6.880
H 19.116 9.017 8.253
Se 11.021 10.952 6.858
C 9.791 11.245 8.266
C 9.377 12.564 8.560
C 8.302 12.751 9.389
N 7.608 11.736 9.935
C 8.064 10.487 9.782
C 9.091 10.207 8.898
H 9.912 13.396 8.088
H 7.976 13.759 9.602
H 7.533 9.678 10.280
H 9.355 9.171 8.687
```

Calculated values
net charge = -1
lowest unoccupied orbital energy (alpha / beta) = 0.0612 / 0.0611 Ha
HOMO energy (alpha / beta) = -2.76 / -4.56 eV
HOMO-LUMO gap (alpha / beta) = 4.4 / 6.2 eV
2S+1 = 2
expectation value of S² = 0.804
E = -9506.61233 Eh

---

# 7
Formula: C53H47BBr2F9O15
Source: the OMol25 dataset
Level of theory: ωB97M-V/def2-TZVPD

XYZ file:
```
127
C53H47BBr2F9O15 | the OMol25 dataset | ωB97M-V/def2-TZVPD
C -4.145 -2.475 1.188
O -4.130 -2.691 -0.200
C -3.165 -1.875 -0.871
C -2.259 -2.769 -1.723
C -1.974 -2.209 -3.110
C -1.297 -0.829 -3.083
C 0.226 -0.972 -2.841
C 0.733 0.002 -1.768
O -0.072 -0.016 -0.619
B 0.493 -1.149 0.138
O 1.965 -0.885 -0.016
C 2.246 -0.237 -1.217
C 3.134 -1.012 -2.178
C 4.645 -0.770 -2.051
C 5.319 -1.463 -0.887
F 6.594 -0.964 -0.825
F 4.727 -1.089 0.238
C 5.456 -3.024 -1.023
F 6.753 -3.349 -0.854
F 5.145 -3.372 -2.268
C 4.682 -3.835 0.029
F 5.091 -3.543 1.239
F 3.404 -3.531 -0.095
C 4.795 -5.382 -0.122
F 4.577 -5.813 -1.333
F 3.865 -5.917 0.643
F 5.952 -5.785 0.327
C 2.662 1.189 -0.786
Br 2.743 1.532 1.101
C 2.938 2.179 -1.594
C 2.912 2.014 -3.098
Br 3.416 3.929 -0.967
H -4.011 -1.426 1.465
H -5.092 -2.817 1.615
H -3.353 -3.044 1.693
H -2.563 -1.287 -0.177
H -3.706 -1.172 -1.516
H -2.794 -3.717 -1.847
H -1.358 -3.022 -1.169
H -1.365 -2.935 -3.660
H -2.908 -2.121 -3.677
H -1.439 -0.405 -4.083
H -1.774 -0.150 -2.381
H 0.497 -1.995 -2.589
H 0.729 -0.729 -3.785
H 0.611 1.036 -2.110
H 0.354 -2.277 -0.341
H 0.094 -1.269 1.282
H 2.878 -2.066 -2.107
H 2.849 -0.727 -3.189
H 4.844 0.293 -1.913
H 5.120 -1.024 -2.997
H 1.882 1.886 -3.425
H 3.288 2.940 -3.529
H 3.564 1.209 -3.415
C -2.561 4.207 1.834
C -2.257 4.506 3.093
C -1.121 3.849 3.784
O -0.847 4.124 4.939
C -0.339 2.852 3.021
C -0.639 2.550 1.760
C -1.776 3.206 1.066
O -2.061 2.946 -0.083
H -3.388 4.674 1.312
H -2.816 5.234 3.668
H 0.487 2.385 3.544
H -0.077 1.819 1.187
C -3.251 -4.270 5.543
C -2.797 -3.323 4.727
C -3.313 -1.933 4.801
O -2.901 -1.070 4.057
C -4.352 -1.641 5.820
C -4.804 -2.590 6.635
C -4.289 -3.978 6.562
O -4.701 -4.844 7.308
H -2.889 -5.290 5.505
H -2.039 -3.516 3.977
H -4.712 -0.623 5.859
H -5.561 -2.397 7.384
C -2.026 1.281 10.014
C -2.869 0.528 9.314
C -2.943 0.628 7.835
O -3.718 -0.059 7.201
C -2.040 1.596 7.167
C -1.196 2.349 7.868
C -1.122 2.251 9.346
O -0.354 2.934 9.989
H -1.958 1.224 11.093
H -3.536 -0.185 9.782
H -2.108 1.654 6.088
H -0.531 3.063 7.396
C -5.103 5.008 -1.949
C -5.088 5.676 -3.100
C -5.701 7.021 -3.218
O -5.691 7.631 -4.267
C -6.331 7.596 -2.002
C -6.346 6.930 -0.852
C -5.733 5.583 -0.735
O -5.743 4.974 0.313
H -4.661 4.025 -1.841
H -4.633 5.274 -3.996
H -6.772 8.579 -2.109
H -6.800 7.332 0.045
C -2.887 -3.960 -6.519
C -2.514 -4.654 -7.592
C -2.698 -4.113 -8.960
O -2.360 -4.746 -9.940
C -3.313 -2.769 -9.088
C -3.686 -2.075 -8.017
C -3.503 -2.616 -6.647
O -3.839 -1.986 -5.669
H -2.762 -4.336 -5.511
H -2.063 -5.635 -7.519
H -3.438 -2.392 -10.096
H -4.137 -1.093 -8.090
C 9.729 0.242 -0.767
C 8.691 1.068 -0.658
C 8.833 2.520 -0.928
O 7.893 3.277 -0.830
C 10.177 3.014 -1.325
C 11.212 2.187 -1.434
C 11.069 0.734 -1.164
O 12.016 -0.019 -1.265
H 9.644 -0.820 -0.573
H 7.710 0.726 -0.369
H 10.261 4.076 -1.519
H 12.199 2.527 -1.722
```

Calculated values
net charge = -1
lowest unoccupied orbital energy = -0.0075 Ha
HOMO energy = -4.76 eV
HOMO-LUMO gap = 4.6 eV
2S+1 = 1
E = -9247.91929 Eh

---

The lowest E belongs to which entry? C29H40BrGeN4NaOSeSi3